A molecular structure, C33H38ClN4O5ReS. Source: OMol25; level of theory: wB97M-V/def2-TZVPD.

Each line ends with the Löwdin charge.
Positions of all 83 atoms, in Å:
1 Re 0.635 0.978 1.214  1.546
2 Cl 6.135 0.253 -3.365  0.756
3 C 4.697 0.167 -2.431  -0.652
4 C 3.530 -0.351 -3.001  -0.055
5 C 2.371 -0.423 -2.261  -0.007
6 C 2.332 0.036 -0.943  -0.308
7 O 1.146 -0.079 -0.293  -0.234
8 C 3.512 0.537 -0.357  -0.121
9 C 3.612 0.818 1.048  -0.007
10 N 2.579 0.979 1.809  -0.056
11 C 2.703 0.855 3.230  -0.185
12 C 3.762 1.225 4.008  0.030
13 C 3.749 0.946 5.395  -0.016
14 C 2.708 0.273 5.966  0.017
15 C 1.598 -0.123 5.177  -0.124
16 C 0.509 -0.870 5.666  0.063
17 C -0.514 -1.232 4.819  0.000
18 C -0.485 -0.801 3.496  -0.069
19 N 0.517 -0.081 2.994  -0.047
20 C 1.586 0.217 3.813  -0.137
21 C 4.693 0.577 -1.120  -0.030
22 H 3.556 -0.707 -4.022  0.120
23 H 1.470 -0.850 -2.681  0.108
24 H 4.602 0.784 1.496  0.149
25 H 4.617 1.731 3.578  0.130
26 H 4.591 1.256 5.998  0.129
27 H 2.718 0.031 7.021  0.136
28 H 0.491 -1.168 6.707  0.144
29 H -1.346 -1.826 5.166  0.128
30 H -1.293 -1.033 2.814  0.120
31 H 5.610 0.930 -0.667  0.129
32 C 0.638 2.775 -1.563  -0.005
33 O 0.791 2.788 -0.128  -0.303
34 C 0.318 4.028 0.422  -0.138
35 C 0.368 3.883 1.919  -0.089
36 O -0.206 2.594 2.258  -0.300
37 C -1.642 2.498 2.475  -0.086
38 C -2.329 2.030 1.208  -0.130
39 O -1.532 0.983 0.631  -0.340
40 C -2.266 -0.142 0.126  -0.033
41 H 1.273 3.550 -1.990  0.118
42 H -0.406 2.960 -1.823  0.109
43 H 0.949 1.803 -1.923  0.074
44 H -0.702 4.206 0.070  0.133
45 H 0.953 4.849 0.084  0.158
46 H -0.174 4.677 2.430  0.153
47 H 1.391 3.841 2.288  0.144
48 H -2.027 3.460 2.813  0.152
49 H -1.755 1.769 3.275  0.134
50 H -2.440 2.830 0.474  0.135
51 H -3.323 1.654 1.457  0.148
52 H -2.854 -0.601 0.923  0.101
53 H -1.530 -0.847 -0.252  0.092
54 H -2.929 0.181 -0.677  0.107
55 C -1.100 -0.076 -8.962  -0.091
56 C -0.819 -1.561 -9.156  -0.222
57 C -1.640 -2.461 -8.247  -0.145
58 N -1.278 -2.212 -6.838  0.076
59 C -2.075 -2.165 -5.806  -0.722
60 S -1.490 -1.393 -4.357  0.880
61 N -3.326 -2.652 -5.823  0.124
62 C -3.679 -3.930 -6.451  -0.355
63 O -2.789 -4.618 -6.860  0.141
64 C -5.114 -4.231 -6.447  -0.159
65 C -5.484 -5.567 -6.612  0.007
66 C -6.824 -5.904 -6.642  -0.034
67 C -7.792 -4.914 -6.524  -0.034
68 C -7.426 -3.581 -6.376  -0.051
69 C -6.088 -3.236 -6.333  -0.033
70 H -0.478 0.522 -9.625  0.085
71 H -0.892 0.254 -7.940  0.062
72 H -2.142 0.158 -9.185  0.085
73 H 0.244 -1.783 -9.023  0.119
74 H -1.055 -1.856 -10.179  0.127
75 H -1.471 -3.519 -8.448  0.133
76 H -2.708 -2.265 -8.347  0.138
77 H -0.308 -1.976 -6.666  0.147
78 H -3.956 -2.311 -5.110  0.129
79 H -4.716 -6.322 -6.713  0.129
80 H -7.118 -6.938 -6.763  0.122
81 H -8.840 -5.181 -6.558  0.122
82 H -8.186 -2.815 -6.308  0.117
83 H -5.816 -2.189 -6.261  0.111

Computed properties:
**2S+1**: 2
**HOMO-LUMO gap (spin up / spin down)**: 6.8 / 4.5 eV
**Energy above the lowest of the compared OMol25 structures with the same formula, charge and spin**: 0.4002 eV
**HOMO level (spin up / spin down)**: -15.12 / -15.12 eV
**LUMO (spin up / spin down)**: -8.36 / -10.58 eV
**F_max**: 0.5 eV/A
**Charge**: +3



7 unconnected molecules or ions with the total composition C33H38F4O3 at a distorted geometry. Source: OMol25; level of theory: wB97M-V/def2-TZVPD.

Each line ends with the Löwdin charge.
Positions of all 78 atoms, in Å:
1 F 21.303 3.642 22.315  0.024
2 C 21.252 3.438 20.987  -0.279
3 C 20.125 2.997 20.281  0.007
4 C 20.214 2.924 18.867  -0.070
5 C 21.325 3.338 18.193  -0.065
6 C 22.425 3.796 18.964  -0.057
7 C 22.389 3.811 20.327  -0.044
8 H 19.146 2.857 20.716  0.077
9 H 19.341 2.644 18.297  0.111
10 H 21.371 3.193 17.124  0.102
11 H 23.287 4.055 18.368  0.110
12 H 23.215 4.181 20.915  0.098
13 F 16.786 4.063 25.427  0.170
14 C 18.043 4.219 25.858  -0.180
15 C 19.043 3.907 24.933  0.084
16 C 20.397 3.991 25.288  0.043
17 C 20.704 4.290 26.644  0.077
18 C 19.654 4.584 27.543  0.040
19 C 18.317 4.567 27.149  0.059
20 H 18.770 3.790 23.895  0.111
21 H 21.218 3.877 24.595  0.105
22 H 21.717 4.261 27.018  0.138
23 H 19.868 4.713 28.593  0.136
24 H 17.493 4.667 27.841  0.148
25 F 22.559 1.490 15.105  0.029
26 C 23.113 1.262 13.872  -0.258
27 C 22.355 0.471 12.991  -0.017
28 C 22.837 0.153 11.740  -0.097
29 C 24.075 0.582 11.361  -0.106
30 C 24.868 1.329 12.215  -0.066
31 C 24.388 1.604 13.511  -0.025
32 H 21.388 0.102 13.298  0.113
33 H 22.195 -0.452 11.117  0.109
34 H 24.380 0.355 10.351  0.105
35 H 25.842 1.716 11.958  0.105
36 H 25.037 2.193 14.142  0.111
37 F 25.629 4.041 22.040  0.041
38 C 25.676 3.413 23.243  -0.261
39 C 24.475 2.899 23.838  -0.003
40 C 24.561 2.308 25.099  -0.099
41 C 25.814 2.129 25.668  -0.109
42 C 26.968 2.551 25.058  -0.065
43 C 26.894 3.238 23.833  -0.009
44 H 23.467 2.973 23.456  0.081
45 H 23.692 1.932 25.619  0.094
46 H 25.919 1.666 26.638  0.103
47 H 27.957 2.477 25.484  0.111
48 H 27.774 3.552 23.292  0.124
49 C 23.590 7.442 20.607  -0.014
50 C 24.422 7.924 21.785  -0.456
51 O 25.264 8.849 21.655  0.038
52 C 24.291 7.299 23.116  -0.036
53 H 22.529 7.349 20.837  0.085
54 H 23.964 6.491 20.229  0.070
55 H 23.872 8.132 19.812  0.086
56 H 25.129 7.663 23.710  0.086
57 H 24.445 6.220 23.086  0.063
58 H 23.430 7.576 23.724  0.084
59 C 15.538 0.613 21.422  -0.002
60 C 17.013 0.868 21.783  -0.434
61 O 17.997 0.543 21.080  0.040
62 C 17.309 1.648 23.044  -0.043
63 H 14.934 0.345 22.289  0.082
64 H 15.606 -0.192 20.689  0.088
65 H 15.123 1.505 20.953  0.080
66 H 16.533 1.553 23.803  0.079
67 H 17.494 2.701 22.827  0.039
68 H 18.196 1.248 23.534  0.089
69 C 16.351 4.703 20.885  -0.037
70 C 16.141 5.899 20.049  -0.471
71 O 16.656 6.063 18.938  0.065
72 C 15.076 6.907 20.504  -0.025
73 H 16.710 3.883 20.264  0.085
74 H 15.393 4.485 21.357  0.084
75 H 17.080 4.826 21.686  0.074
76 H 14.132 6.478 20.839  0.079
77 H 14.874 7.656 19.738  0.083
78 H 15.482 7.550 21.284  0.080

Computed properties:
**2S+1**: 2
**HOMO-LUMO gap (spin up / spin down)**: 5.9 / 1.6 eV
**HOMO level (spin up / spin down)**: -10.50 / -10.50 eV
**LUMO (spin up / spin down)**: -4.55 / -8.87 eV
**F_max**: 3.5 eV/A
**Charge**: +1



A molecular structure, C33H38IrN9O3S3 at a distorted geometry. Source: OMol25; level of theory: wB97M-V/def2-TZVPD.

Each line ends with the Löwdin charge.
Positions of all 87 atoms, in Å:
1 Ir 0.044 -0.174 -0.733  1.462
2 O -1.983 4.960 -1.536  0.185
3 C -0.858 5.236 -0.985  -0.181
4 C -0.536 6.626 -0.780  0.084
5 C 0.664 6.955 -0.235  0.004
6 C 1.573 5.934 0.128  0.062
7 C 1.264 4.563 -0.051  0.026
8 C 0.074 4.185 -0.592  -0.017
9 C -0.272 2.744 -0.787  -0.409
10 O 0.565 1.842 -0.406  -0.262
11 N -1.410 2.500 -1.353  0.019
12 N -1.590 1.122 -1.581  -0.162
13 C -2.782 0.848 -2.028  -0.884
14 S -3.187 -0.712 -2.701  0.955
15 C -4.565 -0.081 -3.695  -0.471
16 C -5.283 0.951 -2.852  -0.467
17 S -4.020 2.053 -2.158  1.025
18 H -2.045 3.931 -1.641  0.083
19 H -1.266 7.363 -1.088  0.150
20 H 0.933 7.990 -0.079  0.138
21 H 2.528 6.209 0.557  0.135
22 H 1.970 3.799 0.245  0.093
23 H -5.203 -0.925 -3.952  0.098
24 H -4.160 0.355 -4.606  0.095
25 H -5.841 0.499 -2.033  0.084
26 H -5.957 1.558 -3.454  0.101
27 N 4.368 -1.190 -1.245  0.153
28 C 5.353 -0.165 -1.105  -0.226
29 C 6.688 -0.509 -1.068  0.004
30 C 7.649 0.489 -0.946  -0.037
31 C 7.260 1.814 -0.854  -0.043
32 C 5.908 2.146 -0.878  -0.082
33 C 4.957 1.152 -1.010  -0.441
34 S 3.246 1.629 -1.071  1.044
35 N 2.411 0.102 -0.975  -0.303
36 C 3.044 -1.006 -1.104  -0.360
37 C 2.187 -2.217 -1.205  -0.166
38 C 2.701 -3.500 -1.226  0.033
39 C 1.877 -4.571 -1.527  0.014
40 C 0.556 -4.313 -1.837  -0.003
41 C 0.090 -3.019 -1.733  -0.100
42 N 0.868 -1.980 -1.377  -0.045
43 H 4.708 -2.107 -1.476  0.137
44 H 6.987 -1.548 -1.145  0.127
45 H 8.696 0.223 -0.923  0.124
46 H 8.002 2.595 -0.766  0.123
47 H 5.606 3.185 -0.815  0.113
48 H 3.745 -3.682 -1.017  0.130
49 H 2.273 -5.577 -1.555  0.139
50 H -0.114 -5.100 -2.153  0.131
51 H -0.930 -2.786 -1.984  0.091
52 N -1.420 -1.281 -0.250  -0.057
53 C -2.278 -1.956 0.135  -0.234
54 N -3.250 -2.698 0.550  -0.036
55 C -3.240 -4.179 0.434  -0.064
56 C -4.587 -4.618 -0.112  -0.169
57 O -5.634 -4.106 0.684  -0.092
58 C -5.675 -2.697 0.660  -0.173
59 C -4.414 -2.120 1.271  -0.072
60 H -3.074 -4.596 1.428  0.144
61 H -2.426 -4.480 -0.223  0.125
62 H -4.659 -5.703 -0.077  0.146
63 H -4.704 -4.289 -1.152  0.134
64 H -6.541 -2.387 1.243  0.146
65 H -5.792 -2.339 -0.372  0.128
66 H -4.335 -2.405 2.321  0.143
67 H -4.382 -1.034 1.185  0.136
68 C -0.181 1.269 2.326  -0.120
69 C 0.083 1.318 3.902  -0.109
70 N 0.711 0.091 4.314  -0.168
71 C 1.967 -0.097 3.629  -0.112
72 C 1.690 -0.214 2.066  -0.137
73 N 0.248 -0.044 1.848  -0.204
74 C -0.506 -1.099 2.521  -0.142
75 C -0.162 -1.028 4.077  -0.113
76 H 0.396 2.036 1.822  0.096
77 H -1.242 1.404 2.110  0.124
78 H -0.862 1.447 4.425  0.127
79 H 0.730 2.163 4.124  0.126
80 H 2.447 -1.008 3.979  0.126
81 H 2.628 0.747 3.817  0.127
82 H 1.997 -1.191 1.695  0.111
83 H 2.222 0.563 1.521  0.089
84 H -0.226 -2.068 2.111  0.115
85 H -1.570 -0.932 2.361  0.101
86 H 0.327 -1.951 4.380  0.127
87 H -1.085 -0.913 4.641  0.126

Computed properties:
**2S+1**: 2
**HOMO-LUMO gap (spin up / spin down)**: 5.3 / 4.0 eV
**Energy above the lowest of the compared OMol25 structures with the same formula, charge and spin**: 2.1335 eV
**HOMO level (spin up / spin down)**: -14.68 / -14.68 eV
**LUMO (spin up / spin down)**: -9.36 / -10.65 eV
**F_max**: 3.9 eV/A
**Charge**: +3



A gas-phase ion, C33H38N5O2 (charge +1) at a distorted geometry. Source: OMol25; level of theory: wB97M-V/def2-TZVPD.

Each line ends with the Löwdin charge.
Positions of all 78 atoms, in Å:
1 C 4.172 -0.682 -4.039  0.003
2 C 3.240 -0.415 -2.877  -0.414
3 O 3.618 -0.501 -1.706  0.055
4 N 1.945 -0.028 -3.245  0.026
5 C 1.658 0.205 -4.652  -0.123
6 C 0.556 1.216 -4.852  -0.129
7 N -0.578 0.895 -4.038  -0.074
8 C -1.751 1.648 -4.383  -0.124
9 C -2.980 1.077 -3.723  -0.127
10 N -2.770 0.846 -2.310  0.018
11 C -3.837 1.065 -1.422  -0.428
12 C -5.183 1.013 -2.108  0.007
13 O -3.700 1.328 -0.238  0.086
14 C -1.485 0.484 -1.845  -0.043
15 C -1.292 -0.037 -0.563  0.057
16 N -0.098 -0.494 -0.116  0.040
17 C 0.051 -1.061 1.272  -0.124
18 C -1.308 -1.156 2.044  -0.175
19 C -1.676 -0.475 3.227  -0.023
20 C -3.029 -0.230 3.504  -0.014
21 C -4.027 -0.826 2.724  -0.276
22 C -5.470 -0.482 2.902  -0.046
23 C -3.642 -1.746 1.742  -0.041
24 C -2.300 -1.958 1.474  -0.063
25 C 1.066 -0.318 2.090  -0.085
26 C 2.401 -0.586 2.467  -0.121
27 C 3.208 -1.879 2.612  -0.535
28 C 2.732 -2.637 3.857  -0.030
29 C 4.688 -1.539 2.789  -0.060
30 C 3.059 -2.696 1.335  -0.036
31 N 3.018 0.604 2.755  0.140
32 C 2.088 1.652 2.728  -0.173
33 C 2.301 3.013 2.626  -0.018
34 C 1.198 3.832 2.328  -0.081
35 C -0.057 3.270 2.046  -0.078
36 C -0.242 1.893 2.034  -0.032
37 C 0.840 1.070 2.373  -0.136
38 C 0.974 -0.455 -0.977  0.091
39 C 0.882 0.021 -2.293  -0.031
40 C -0.384 0.506 -2.737  -0.043
41 H 3.751 -1.402 -4.758  0.097
42 H 4.440 0.243 -4.577  0.097
43 H 5.095 -1.098 -3.628  0.095
44 H 2.545 0.594 -5.156  0.119
45 H 1.368 -0.736 -5.133  0.144
46 H 0.918 2.235 -4.618  0.150
47 H 0.226 1.204 -5.897  0.139
48 H -1.623 2.706 -4.090  0.151
49 H -1.867 1.603 -5.471  0.139
50 H -3.785 1.800 -3.856  0.122
51 H -3.260 0.141 -4.215  0.142
52 H -5.255 0.169 -2.811  0.096
53 H -5.949 0.905 -1.338  0.095
54 H -5.385 1.953 -2.648  0.098
55 H -2.035 0.055 0.214  0.106
56 H 0.417 -2.065 1.076  0.130
57 H -0.927 -0.117 3.941  0.127
58 H -3.335 0.438 4.319  0.128
59 H -6.086 -1.164 2.311  0.077
60 H -5.771 -0.545 3.951  0.087
61 H -5.664 0.540 2.557  0.089
62 H -4.401 -2.297 1.178  0.119
63 H -1.965 -2.734 0.780  0.127
64 H 1.667 -2.896 3.809  0.088
65 H 3.306 -3.566 3.984  0.093
66 H 2.904 -2.030 4.755  0.095
67 H 5.078 -0.995 1.921  0.097
68 H 4.872 -0.966 3.704  0.089
69 H 5.260 -2.470 2.879  0.096
70 H 3.254 -2.064 0.459  0.074
71 H 3.794 -3.512 1.320  0.097
72 H 2.066 -3.146 1.241  0.078
73 H 4.015 0.762 2.904  0.154
74 H 3.307 3.427 2.746  0.115
75 H 1.307 4.914 2.285  0.102
76 H -0.909 3.907 1.804  0.106
77 H -1.188 1.431 1.764  0.095
78 H 1.928 -0.658 -0.511  0.108

Computed properties:
**SMILES string**: CC(=O)N1CCN2CCN(C(C)=O)c3c[n+]([C@H](c4ccc(C)cc4)c4c(C(C)(C)C)[nH]c5ccccc45)cc1c32
**HOMO-LUMO gap**: 7.1 eV
**HOMO level**: -9.85 eV
**LUMO**: -2.75 eV
**F_max**: 2.7 eV/A
**Charge**: +1



A molecular structure, C33H38N7O3PScSe. Source: OMol25; level of theory: wB97M-V/def2-TZVPD.

Each line ends with the Löwdin charge.
Positions of all 84 atoms, in Å:
1 Sc 0.224 0.247 1.261  0.835
2 N 0.784 -2.093 1.486  0.020
3 C -0.460 -2.912 1.379  -0.258
4 C -0.396 -3.861 0.174  -0.132
5 C -1.721 -4.505 -0.229  -0.160
6 C -2.488 -5.302 0.815  -0.155
7 N -1.744 -6.500 1.230  0.096
8 C -2.098 -7.282 2.255  -0.421
9 N -3.039 -6.898 3.112  0.232
10 N -1.472 -8.442 2.447  0.216
11 C -1.652 -1.965 1.242  -0.549
12 O -2.768 -2.251 1.562  0.147
13 O -1.290 -0.790 0.723  -0.229
14 H 1.365 -2.272 0.665  0.099
15 H 1.347 -2.406 2.273  0.112
16 H -0.590 -3.463 2.314  0.163
17 H 0.395 -4.598 0.337  0.126
18 H -0.074 -3.266 -0.691  0.133
19 H -1.540 -5.145 -1.098  0.131
20 H -2.407 -3.734 -0.587  0.130
21 H -3.437 -5.612 0.371  0.145
22 H -2.695 -4.680 1.685  0.106
23 H -1.171 -6.945 0.527  0.161
24 H -3.584 -6.068 2.959  0.124
25 H -3.311 -7.491 3.880  0.143
26 H -0.823 -8.800 1.766  0.136
27 H -1.764 -9.077 3.172  0.139
28 O 0.404 0.795 3.759  -0.036
29 N 1.110 1.554 2.825  -0.132
30 C 1.491 2.743 3.068  -0.046
31 C 2.093 3.604 2.048  -0.199
32 C 2.341 4.910 2.471  -0.006
33 C 2.855 5.861 1.595  -0.028
34 C 3.109 5.500 0.288  -0.024
35 C 2.871 4.195 -0.144  -0.065
36 C 2.372 3.226 0.713  -0.281
37 P 2.319 1.500 0.109  1.050
38 C 3.892 0.850 0.702  -0.370
39 C 3.943 -0.337 1.422  -0.106
40 C 5.151 -0.831 1.894  -0.055
41 C 6.321 -0.129 1.648  -0.036
42 C 6.284 1.066 0.939  -0.035
43 C 5.076 1.557 0.475  -0.077
44 C 2.365 1.573 -1.694  -0.386
45 C 1.218 2.012 -2.363  -0.110
46 C 1.190 2.058 -3.746  -0.053
47 C 2.303 1.650 -4.472  -0.042
48 C 3.433 1.188 -3.818  -0.043
49 C 3.470 1.147 -2.430  -0.067
50 H 0.285 1.271 4.596  0.133
51 H 1.348 3.163 4.066  0.154
52 H 2.137 5.189 3.496  0.128
53 H 3.048 6.867 1.938  0.128
54 H 3.508 6.223 -0.409  0.128
55 H 3.099 3.937 -1.171  0.116
56 H 3.038 -0.902 1.636  0.061
57 H 5.181 -1.754 2.456  0.115
58 H 7.266 -0.507 2.013  0.123
59 H 7.195 1.615 0.752  0.123
60 H 5.057 2.495 -0.068  0.114
61 H 0.333 2.295 -1.799  0.067
62 H 0.301 2.396 -4.259  0.118
63 H 2.282 1.687 -5.553  0.122
64 H 4.293 0.862 -4.384  0.120
65 H 4.359 0.784 -1.935  0.103
66 C -1.709 4.130 3.451  0.001
67 N -1.168 4.603 2.190  -0.055
68 C -1.047 3.911 1.046  -0.654
69 Se -1.588 2.139 0.747  0.827
70 N -0.620 4.751 0.092  0.155
71 C -0.463 6.028 0.615  -0.176
72 C -0.061 7.227 0.040  0.008
73 C -0.013 8.318 0.886  -0.044
74 C -0.353 8.221 2.245  -0.041
75 C -0.760 7.028 2.810  0.014
76 C -0.806 5.931 1.956  -0.166
77 H -1.858 3.054 3.381  0.059
78 H -2.663 4.617 3.645  0.120
79 H -1.012 4.372 4.253  0.098
80 H -0.510 4.476 -0.871  0.161
81 H 0.195 7.314 -1.006  0.127
82 H 0.283 9.280 0.490  0.122
83 H -0.312 9.110 2.858  0.122
84 H -1.041 6.963 3.851  0.123

Computed properties:
**HOMO-LUMO gap**: 7.3 eV
**Energy above the lowest of the compared OMol25 structures with the same formula, charge and spin**: 0.4353 eV
**HOMO level**: -15.36 eV
**LUMO**: -8.02 eV
**F_max**: 0.6 eV/A
**Charge**: +3